[1]
Molecular formula: C4H10
Method: DFT, ωB97M-V/def2-TZVPD

## Properties
**LUMO energy**: 0.194 eV
**Orbital gap**: 8.48 eV
**Max |F|**: 4.9 eV Å⁻¹
**Calculated total energy**: -158.21996 a.u.
**E_HOMO**: -8.2884 eV

```
! RIJCOSX wB97M-V def2-TZVPD def2/J DEFGRID3
* xyz 0 1
C 0.34 -1.85 0.15
C -0.12 -0.56 0.36
C -1.54 -0.16 0.37
C 1.22 2.07 -0.81
H 1.39 -2.16 -0.07
H -0.54 -2.52 0.08
H 0.71 0.09 0.67
H 1.97 2.95 -0.80
H -2.28 -0.44 -0.37
H -1.46 -1.13 1.83
H -1.87 0.82 0.81
H 0.58 2.19 -1.72
H 0.70 2.19 0.14
H 1.58 1.05 -0.89
*
```

***

[2]
Molecular formula: C5H13FN3
Method: DFT, ωB97M-V/def2-TZVPD

## Properties
**LUMO energy**: -2.937 eV
**Orbital gap**: 10.51 eV
**Max |F|**: 4.3 eV Å⁻¹
**Calculated total energy**: -462.16804 a.u.
**E_HOMO**: -13.4428 eV

```
! RIJCOSX wB97M-V def2-TZVPD def2/J DEFGRID3
* xyz 1 1
C 0.01 -1.04 0.44
C -0.29 1.03 3.25
C 1.29 0.86 -4.00
C -1.05 0.08 2.32
C 0.12 1.34 -3.69
N 0.01 -2.35 0.84
N -0.26 0.01 1.17
N 0.53 -0.94 -0.81
F -0.25 1.31 -2.39
H 0.05 1.98 2.68
H -0.91 1.51 4.20
H 0.55 0.60 3.76
H 0.75 -1.90 -1.23
H 1.97 0.38 -3.28
H 1.43 0.80 -5.04
H -1.25 -0.81 2.84
H -2.07 0.45 2.09
H -0.73 1.67 -4.20
H -0.51 -2.71 1.62
H 0.27 -3.05 0.07
H -0.13 0.97 0.81
H 0.47 -0.20 -1.43
*
```